Entry 1:
47
Properties=species:S:1:pos:R:3:forces:R:3 method="wB97M-V/def2-TZVPD" total_charge=+2 total_energy_ev=-92792.1630 e_above_lowest_kj_mol=0.0 orbital_gap_ev="6.846 / 6.437" fmax_ev_per_a=5.86
N 1.84654 -0.47542 -0.50070 1.13 0.39 -0.67
C 2.97320 -0.76262 -0.04827 0.03 -1.66 5.61
O 3.79483 -1.13528 0.74185 -1.57 1.18 -2.95
Cu 3.16505 -0.27426 -1.90172 0.30 0.52 -2.05
V -0.01313 0.03748 -0.35810 1.24 -0.36 -2.37
N -0.83064 -1.48398 -1.01588 -0.13 1.86 1.31
N -0.33158 1.71185 -1.07476 0.15 -1.58 0.43
C -0.36303 -2.87934 -1.09585 0.85 -0.89 0.00
C 0.28249 2.99912 -0.63313 0.55 0.29 0.66
C 0.75336 -2.99250 -2.12582 0.24 -0.02 -0.54
C -1.44087 -3.88912 -1.50533 -0.44 0.05 -0.16
C 0.17945 -3.28255 0.27453 -0.23 -0.03 0.30
C 0.41120 4.04330 -1.74500 -0.13 0.02 -0.19
C -0.57559 3.56363 0.49687 -0.42 0.03 0.16
C 1.67307 2.71584 -0.06431 0.35 -0.05 0.02
H 0.41260 -2.63211 -3.10308 0.05 -0.14 0.07
H 1.04260 -4.04605 -2.22377 -0.02 0.30 -0.03
H 1.64569 -2.42580 -1.84315 -0.17 -0.19 0.01
H -2.24640 -3.96446 -0.76529 0.16 -0.03 -0.19
H -0.97195 -4.88232 -1.57414 -0.14 0.41 0.04
H -1.86908 -3.65825 -2.49240 0.08 -0.08 0.31
H 1.06913 -2.70081 0.53594 -0.07 -0.17 0.06
H 0.43381 -4.34904 0.25682 0.04 0.28 0.14
H -0.59108 -3.11485 1.04093 0.22 -0.16 -0.10
H 0.96334 3.65755 -2.60820 -0.05 0.06 0.07
H 0.96655 4.91052 -1.35615 -0.19 -0.37 -0.06
H -0.56656 4.41104 -2.07573 0.21 -0.05 0.03
H -1.59240 3.75702 0.13481 0.14 0.10 0.16
H -0.13679 4.50210 0.86495 -0.22 -0.28 -0.12
H -0.63888 2.85162 1.33244 0.08 0.29 -0.19
H 1.66340 2.00754 0.77498 -0.03 0.24 -0.10
H 2.09781 3.66062 0.30377 -0.08 -0.37 -0.07
H 2.35062 2.31484 -0.83187 -0.12 0.19 0.05
C -1.26382 1.75022 -2.19238 -0.68 0.04 -0.49
H -1.27754 0.77667 -2.69479 -0.09 0.20 0.01
H -2.29967 1.98849 -1.88944 0.40 0.04 0.05
H -0.95413 2.50274 -2.92898 -0.05 -0.32 0.20
C -2.26304 -1.24143 -1.13698 -0.61 -0.06 -0.12
H -2.85404 -1.99851 -0.59173 0.34 0.44 -0.09
H -2.54118 -0.25918 -0.72176 0.03 -0.01 -0.08
H -2.58331 -1.26159 -2.18987 0.10 0.08 0.24
C -1.41635 0.40897 2.22898 -0.63 0.19 0.05
C -0.04287 0.22962 1.66944 1.64 -0.46 3.01
O 1.01240 0.15466 2.29815 -2.79 0.20 -2.39
H -2.12351 0.65216 1.42219 0.06 -0.02 0.23
H -1.45488 1.22151 2.97245 0.17 -0.31 -0.17
H -1.76530 -0.52284 2.70479 0.29 0.21 -0.10

Entry 2:
49
Properties=species:S:1:pos:R:3:forces:R:3 method="wB97M-V/def2-TZVPD" total_charge=+1 total_energy_ev=-38705.4364 e_above_lowest_kj_mol=442.6 orbital_gap_ev="7.149 / 7.603" fmax_ev_per_a=6.33
O -0.30579 2.97356 -0.71288 -0.03 1.53 1.04
H -0.43964 3.87761 -1.07681 0.14 -0.98 -0.02
Al -0.08175 0.98950 -0.62742 0.49 -1.97 6.00
N -1.44761 -0.72422 -0.52598 -0.48 -0.65 -0.93
N -1.43316 1.41434 0.83601 0.69 -0.06 0.40
N 1.34346 -0.62470 -0.78219 2.47 0.16 -0.61
N 1.53562 1.52760 0.35650 2.12 -0.13 0.28
O -1.40376 -1.92387 -1.06009 0.22 1.87 0.66
O 1.15437 -1.89284 -1.27072 -0.70 0.98 0.06
O 1.52528 2.37544 1.44389 -0.63 0.46 -0.97
O -1.17854 2.12060 1.86740 -0.52 0.01 -1.29
C -2.64596 0.87392 0.68864 -0.04 -0.52 0.41
C -2.64924 -0.34900 -0.05169 0.05 0.30 0.07
C 2.60964 -0.20343 -0.69420 -2.53 -1.87 -1.12
C 2.71645 1.06874 -0.02409 -2.20 1.88 1.52
C -3.81100 -1.25973 -0.21997 -0.48 0.16 0.07
H -3.64655 -2.17085 0.36794 -0.01 0.10 -0.16
H -3.91145 -1.55714 -1.27155 0.11 0.01 0.25
H -4.74884 -0.79365 0.10386 0.32 -0.15 -0.08
C -3.74958 1.44019 1.49436 -0.65 -0.32 -0.11
H -3.91083 2.48890 1.21445 0.06 -0.19 0.16
H -3.48960 1.39970 2.55852 -0.05 0.07 -0.20
H -4.66928 0.87514 1.32208 0.13 0.25 0.15
C 3.80010 -0.99718 -1.11439 -0.09 -0.09 -0.10
C 3.98963 1.70991 0.37895 0.17 -0.09 0.18
H 3.47388 -1.83915 -1.72855 0.12 0.11 0.14
H 4.32323 -1.38290 -0.23033 -0.05 0.03 -0.16
H 4.50943 -0.38271 -1.68709 -0.24 -0.10 0.22
H 3.77893 2.69381 0.80878 0.16 -0.28 -0.07
H 4.64922 1.81310 -0.49337 -0.16 -0.06 0.21
H 4.50324 1.08239 1.11843 0.02 0.21 -0.08
H 0.11578 -1.99718 -1.25741 1.06 -0.10 0.03
H 0.55823 2.65183 1.53778 0.97 -0.31 -0.12
C -0.29907 1.59372 -2.26782 -0.72 -0.35 -5.36
H -1.22781 0.94050 -2.44918 1.05 1.11 -0.32
H 0.63682 1.04863 -2.62170 -0.91 0.78 -0.17
H -0.37520 2.60606 -2.67970 -0.03 -1.00 -0.54
O -1.17212 -2.55332 -4.05361 -0.28 0.26 0.91
H -0.32946 -2.18190 -4.30076 0.47 0.07 -0.41
H -1.23684 -2.30013 -3.11317 -0.22 -0.33 -0.51
C -0.03815 -2.52416 2.10327 -0.14 -0.29 0.03
C 0.76223 -1.27477 2.38576 0.64 -0.77 0.70
O 0.19393 -0.16194 1.75472 -0.52 0.69 0.09
H -1.07480 -2.40825 2.43885 0.13 0.02 -0.07
H 0.39430 -3.36626 2.65379 -0.05 0.10 -0.10
H -0.03426 -2.78546 1.04186 -0.01 0.08 0.13
H 0.80203 -1.11203 3.47172 0.08 0.02 -0.23
H 1.79557 -1.41600 2.02786 -0.13 0.08 0.12
H 0.13892 0.61760 2.33924 0.21 -0.71 -0.12

Entry 3:
37
Properties=species:S:1:pos:R:3:forces:R:3 method="wB97M-V/def2-TZVPD" total_charge=0 smiles=OCCCS.O.O.O.O.O.O.O.O total_energy_ev=-32761.3687 orbital_gap_ev=9.997 fmax_ev_per_a=5.40
O 3.00870 -0.89194 1.50285 1.84 -0.14 -0.81
C 3.22760 -0.10005 0.26559 -1.55 -4.06 1.09
C 2.26386 -0.84534 -0.77546 0.73 2.22 0.48
C 2.69345 -0.27779 -2.15070 -2.97 0.10 -1.01
S 1.19108 0.70521 -3.00249 2.01 -0.99 0.41
H 2.18826 -0.66188 1.92028 -0.52 0.47 -0.66
H 3.20066 0.92484 0.58650 -0.44 0.67 -0.86
H 4.19182 -0.42850 -0.13543 0.25 0.59 0.70
H 2.58147 -1.85771 -0.76324 0.49 -0.95 0.28
H 1.20343 -0.88374 -0.38061 0.97 0.69 -1.17
H 3.10936 -0.95479 -2.91233 -1.14 -0.47 0.20
H 3.56025 0.30372 -2.03638 0.67 1.72 0.36
H 0.91634 1.51338 -1.96963 0.16 -0.09 0.12
O -1.35434 -0.04162 -1.34965 -2.71 0.80 3.30
H -1.91073 -0.77392 -1.01750 -0.77 0.85 -0.26
H -0.88095 -0.48951 -1.95385 3.22 -1.83 -3.93
O 0.78958 0.34874 2.54773 0.23 0.01 0.23
H 0.27024 1.17033 2.77469 0.85 -1.05 0.48
H 1.51165 0.07197 3.16081 -1.40 1.40 0.16
O -1.58668 2.06108 3.23374 1.94 -1.17 -0.92
H -2.05720 1.48361 2.60740 -0.32 0.25 -0.28
H -2.25224 2.47725 3.72636 -1.36 0.91 1.03
O -2.45012 2.45639 -1.47683 -2.00 -0.80 0.38
H -2.04882 1.59258 -1.48420 -0.33 -1.47 -0.11
H -1.66863 2.92256 -1.56109 2.27 2.46 -0.28
O -3.33224 1.45136 1.21027 1.12 -0.66 -3.12
H -3.37672 0.59821 0.65353 -0.57 1.65 1.62
H -2.89224 1.98617 0.46283 -0.95 -0.32 1.66
O -3.68863 -0.92959 -0.08035 -2.30 -0.95 -1.86
H -4.40529 -1.62260 -0.14999 1.35 1.22 0.32
H -3.06611 -1.17906 0.57104 1.13 -1.00 1.71
O 1.28434 -3.83455 0.57225 0.87 -1.56 -0.21
H 2.11751 -4.36785 0.50717 -1.19 0.69 0.14
H 1.59759 -2.94095 0.59554 0.34 0.85 0.21
O -1.24995 -0.77846 1.17876 -1.08 -0.79 3.17
H -0.94235 -0.73898 0.32006 1.48 0.52 -2.46
H -0.47938 -0.82070 1.77099 -0.31 0.22 -0.13